No. 1
2 unconnected molecules or ions with the total composition C4H9NO in a non-equilibrium geometry, computed with the ωB97M-V functional and the def2-TZVPD basis.

XYZ file:
```
15
Properties=species:S:1:pos:R:3:mulliken_charge:R:1
C -0.373 1.831 -0.294 -0.896
C -0.297 0.802 -1.312 -0.073
C -0.269 -0.554 -1.105 -0.577
C 0.131 -1.116 0.159 0.726
N -0.030 -2.492 0.319 -0.574
O 0.738 -0.481 1.009 -0.645
H -0.239 2.893 -0.452 0.295
H -0.591 1.570 0.731 0.328
H 0.704 1.319 -0.244 0.282
H -0.097 1.160 -2.316 0.336
H -0.729 -1.160 -1.864 0.284
H 0.113 -2.971 -0.558 0.244
H 0.624 -2.836 1.010 0.269
H -0.316 6.525 4.718 0.006
H -0.415 5.794 4.813 -0.006
```

LUMO energy: 0.032 Eh
E_HOMO: -8.434 eV
DFT total energy: -287.69720 a.u.
gap between HOMO and LUMO: 9.295 eV
total charge: 0
structure (SMILES): C/C=C\C(N)=O.[H][H]
ΔE to the lowest compared entry with this formula, charge and spin: 355.1 kJ/mol

---

No. 2
A single C3H8N4S molecule in a non-equilibrium geometry, computed with the ωB97M-V functional and the def2-TZVPD basis.

XYZ file:
```
16
Properties=species:S:1:pos:R:3:mulliken_charge:R:1
H 2.862 -1.665 -0.713 0.223
N 1.865 -1.418 -0.669 -0.569
C 1.572 -0.486 0.118 0.289
N 2.364 0.273 0.973 -0.406
C 0.105 -0.033 0.175 -0.380
S -0.131 1.646 -0.508 -0.168
C -0.908 -1.103 -0.290 0.001
N -2.189 -1.082 -0.117 -0.479
N -2.673 -0.128 0.752 -0.391
H 3.371 0.195 0.970 0.202
H 1.979 1.096 1.412 0.186
H -0.067 0.148 1.233 0.422
H -0.045 1.240 -1.788 0.162
H -0.477 -1.941 -0.849 0.429
H -2.066 0.711 0.783 0.217
H -3.629 0.101 0.493 0.262
```

LUMO energy: 0.023 Eh
E_HOMO: -8.918 eV
DFT total energy: -736.27602 a.u.
gap between HOMO and LUMO: 9.534 eV
total charge: 0
structure (SMILES): [H]/N=C(\N)[C@@H](S)/C=N\N
ΔE to the lowest compared entry with this formula, charge and spin: 110.6 kJ/mol

---

No. 3
A single C9H9NO molecule in a non-equilibrium geometry, computed with the ωB97M-V functional and the def2-TZVPD basis.

XYZ file:
```
20
Properties=species:S:1:pos:R:3:lowdin_spin:R:1
C -1.914 -1.339 -0.334 0.077
C -2.551 -0.042 -0.355 -0.012
C -0.688 -1.477 0.220 -0.002
C -1.787 1.056 -0.064 0.062
C 0.033 -0.376 0.622 0.070
C -0.495 0.886 0.389 0.076
C 2.485 -0.262 0.231 0.012
C 1.413 -0.448 1.178 0.016
C 2.096 0.096 -1.114 0.006
N 0.319 1.974 0.808 0.811
O -0.167 3.114 0.718 0.865
H -2.389 -2.227 -0.656 0.005
H -3.554 0.108 -0.769 -0.001
H -0.257 -2.484 0.247 -0.002
H -2.142 1.974 -0.334 0.007
H 1.545 0.291 1.820 0.006
H 1.644 -1.348 1.729 0.002
H 1.218 0.645 -1.232 0.002
H 2.248 -0.895 -1.528 0.002
H 2.943 0.753 -1.577 -0.001
```

LUMO energy (spin up / spin down): 0.019 / -0.053 Eh
E_HOMO (spin up / spin down): -7.889 / -8.009 eV
DFT total energy: -478.07249 a.u.
2S+1: 3
gap between HOMO and LUMO (spin up / spin down): 8.394 / 6.579 eV
total charge: 0
ΔE to the lowest compared entry with this formula, charge and spin: 250.7 kJ/mol

---

What is the formula in the second record? C3H8N4S